{
  "formula": "C26H36Ge2N8Ti",
  "method": "wB97M-V/def2-TZVPD",
  "symbols": ["Ti", "N", "C", "N", "C", "N", "C", "C", "N", "C", "C", "N", "H", "H", "H", "H", "H", "C", "C", "Ge", "C", "C", "C", "C", "Ge", "C", "C", "C", "C", "C", "C", "C", "C", "C", "C", "H", "H", "H", "H", "H", "H", "H", "H", "H", "H", "H", "H", "H", "H", "H", "H", "H", "H", "H", "H", "H", "H", "H", "H", "H", "H", "N", "C", "C", "N", "C", "C", "N", "H", "H", "H", "H", "H"],
  "xyz": [[-1.2218, 0.4591, -0.7285], [-4.1954, -0.4910, -3.8239], [-3.0722, -0.8317, -3.2057], [-2.7784, 0.0874, -2.2929], [-3.8130, 0.9923, -2.4258], [-4.6784, 0.6567, -3.3463], [-3.9450, 2.2071, -1.6460], [-5.0869, 3.0027, -1.7780], [-5.2392, 4.1131, -1.0837], [-4.2495, 4.4400, -0.2622], [-3.1136, 3.6568, -0.1373], [-2.9398, 2.5227, -0.8204], [-4.6842, -0.9770, -4.5623], [-2.5188, -1.7239, -3.4338], [-5.8764, 2.7139, -2.4604], [-4.3635, 5.3506, 0.3123], [-2.3266, 3.9741, 0.5261], [0.5453, 0.4967, -3.2974], [0.1166, -0.9567, -3.5215], [-0.3066, -1.7481, -1.7004], [-1.8350, -2.9505, -1.1143], [-2.3672, -2.3741, 0.2018], [1.2861, -2.6652, -1.1113], [1.9781, -2.1616, -0.0884], [1.2011, -0.4296, 0.5819], [2.4394, 1.1052, 0.1176], [3.8251, 1.0938, 0.7660], [0.6390, -0.4940, 2.5245], [1.5700, -1.2036, 3.5055], [3.2037, -2.7482, 0.4802], [3.7200, -3.9686, 0.0293], [4.8861, -4.4794, 0.5687], [5.5623, -3.7905, 1.5675], [5.0618, -2.5854, 2.0327], [3.8936, -2.0778, 1.4905], [0.7667, 0.9914, -4.2430], [1.4435, 0.5389, -2.6818], [-0.2482, 1.0984, -2.8088], [0.9539, -1.5288, -3.9191], [-0.6965, -1.0136, -4.2426], [-1.3909, -3.9284, -0.9343], [-2.6382, -3.0789, -1.8378], [-1.5572, -2.2765, 0.9297], [-3.1233, -3.0273, 0.6381], [-2.8419, -1.3884, 0.0504], [1.5948, -3.5811, -1.6104], [1.9372, 2.0246, 0.4095], [2.5452, 1.1054, -0.9683], [3.7651, 1.0595, 1.8549], [4.3512, 2.0093, 0.4916], [4.4270, 0.2555, 0.4220], [-0.3386, -0.9804, 2.5407], [0.5057, 0.5430, 2.8383], [1.7704, -2.2325, 3.2107], [1.0909, -1.2289, 4.4857], [2.5152, -0.6742, 3.6156], [3.2138, -4.5309, -0.7434], [5.2765, -5.4233, 0.2121], [6.4749, -4.1982, 1.9813], [5.5830, -2.0489, 2.8149], [3.4968, -1.1384, 1.8499], [0.3205, 4.6538, 2.0703], [-0.4111, 3.5321, 2.0037], [-0.3778, 2.6725, 0.8863], [-1.0524, 1.5206, 0.8889], [-1.8524, 1.2515, 1.9371], [-1.9316, 2.1452, 2.9920], [-1.2065, 3.2480, 3.0426], [0.9096, 4.9621, 1.3173], [0.2172, 5.2417, 2.8826], [0.1636, 2.9401, -0.0131], [-2.3891, 0.3111, 1.9360], [-2.5839, 1.9587, 3.8363]],
  "mulliken_charge": [0.1933, 0.1842, -0.8526, 0.4646, -0.1551, -0.6106, 0.3235, -0.4724, -0.5202, -0.5518, -0.1549, 0.0914, 0.2406, 0.6424, 0.5137, 0.4269, 0.3219, -0.5205, -0.8282, 0.4808, -0.8037, -0.6075, -0.2998, 0.4357, 0.3642, -0.2793, -1.4016, -0.2320, -1.4594, 0.6679, -0.9919, -0.7739, -0.5401, -1.3169, 0.9341, 0.5035, 0.0790, 0.0264, 0.6706, 0.3908, 0.6350, 0.4060, 0.0960, 0.5596, 0.0549, 0.4098, 0.1560, 0.2647, 0.3422, 0.4269, 0.3702, 0.2682, 0.1849, 0.3645, 0.4672, 0.3130, 0.3983, 0.4252, 0.4308, 0.4320, 0.1511, -0.4144, -0.0793, -0.9857, 1.6893, -0.6556, -0.7561, -0.5733, 0.2067, 0.2782, 0.5936, 0.4621, 0.4949],
  "lumo_energy_ha": [-0.2350, -0.2687],
  "spin_multiplicity": 3,
  "orbital_gap_ev": [6.607, 5.685],
  "de_lowest_kcal_mol": 56.3,
  "total_charge": 2,
  "total_energy_ev": -175597.8869,
  "homo_energy_ev": [-13.00, -13.00]
}